Entry 1
Entry from the Open Molecules 2025 dataset: one molecule with the formula C2H7N3O2 (ωB97M-V/def2-TZVPD).

Output
E_HOMO ... -8.486 eV

ORCA input file:
```
! RIJCOSX wB97M-V def2-TZVPD def2/J DEFGRID3
* xyz 0 1
N -1.2536 1.1031 -0.6988
N 1.2159 -1.4390 -0.9120
C 0.6703 -0.2338 -0.7649
N -0.6465 -0.1436 -0.3785
H -1.6934 1.0355 -1.6064
H -0.5860 1.8718 -0.6839
H 2.2174 -1.5190 -0.9938
H 0.7213 -2.2347 -0.5355
H 1.1926 0.5940 -1.2337
C -0.2150 -0.1317 1.2474
O -1.2022 0.4210 2.0114
O 0.9396 0.5035 1.1693
H -1.1467 1.3802 1.8953
H -0.2137 -1.2072 1.4840
*
```



Entry 2
Entry from the Open Molecules 2025 dataset: one molecule with the formula C2H7N3O2 (ωB97M-V/def2-TZVPD).

Output
Structure (SMILES) ... CN(NO)C(N)=O
E_HOMO ... -9.025 eV

ORCA input file:
```
! RIJCOSX wB97M-V def2-TZVPD def2/J DEFGRID3
* xyz 0 1
C 1.0176 -0.2827 -1.2233
N -0.1040 -0.0060 -0.3459
N -1.6710 -0.2861 -0.7284
O -2.5404 0.7196 -0.2691
C 0.0090 0.0307 1.0171
N 1.2670 -0.0266 1.5595
O -0.9757 -0.1263 1.7589
H 1.4513 -1.2627 -0.9932
H 0.6872 -0.2783 -2.2657
H 1.7970 0.4793 -1.1044
H -1.5606 -0.0213 -1.7124
H -2.6389 0.4827 0.6766
H 1.9990 0.4640 1.0697
H 1.2626 0.1138 2.5605
*
```



Ordering by calculated energy gives the sequence entry 2, entry 1, with the first entry being the most stable.



Entry 1
Entry from the Open Molecules 2025 dataset: one molecule with the formula C3H6ClNS (ωB97M-V/def2-TZVPD).

Output
Structure (SMILES) ... C[C@H](Cl)/C=N/S
E_HOMO ... -8.938 eV

ORCA input file:
```
! RIJCOSX wB97M-V def2-TZVPD def2/J DEFGRID3
* xyz 0 1
C -1.4091 0.5510 -0.3427
C -0.3630 0.7024 0.6214
Cl 0.5070 2.2553 0.3168
C 0.6745 -0.3299 0.6945
N 0.8153 -1.0322 -0.3219
S 1.9757 -2.2879 -0.4347
H -2.0324 1.4500 -0.4287
H -0.9914 0.5009 -1.3245
H -2.0624 -0.3748 -0.2000
H -0.8435 0.7802 1.6241
H 1.3957 -0.2976 1.5143
H 2.3335 -1.9176 -1.7187
*
```



Entry 2
Entry from the Open Molecules 2025 dataset: one molecule with the formula C3H6ClNS (ωB97M-V/def2-TZVPD).

Output
Structure (SMILES) ... C=NSCCCl
E_HOMO ... -8.769 eV

ORCA input file:
```
! RIJCOSX wB97M-V def2-TZVPD def2/J DEFGRID3
* xyz 0 1
C -2.5496 1.2535 1.9411
N -1.7513 0.3177 1.5964
S -0.3958 0.7282 0.6528
C 0.3969 -0.8770 0.3699
C 1.6725 -0.6333 -0.4535
Cl 1.3063 -0.7084 -2.2202
H -3.2186 1.0105 2.7259
H -2.4170 2.3005 1.6161
H -0.2839 -1.5223 -0.2183
H 0.6778 -1.3360 1.3095
H 2.5549 -1.2360 -0.1929
H 1.9525 0.4906 -0.2615
*
```



Ordering by calculated energy gives the sequence entry 1, entry 2, with the first entry being the most stable.



Entry 1
Entry from the Open Molecules 2025 dataset: a 2-piece molecular cluster, C3H5NO2 overall (ωB97M-V/def2-TZVPD).

Output
<S²> ... 2.01
E_HOMO (alpha / beta) ... -6.831 / -10.512 eV

ORCA input file:
```
! RIJCOSX wB97M-V def2-TZVPD def2/J DEFGRID3
* xyz 0 3
C 2.7246 -0.4303 0.1263
C -0.7969 0.3536 -0.4668
C -1.9186 -0.3056 0.3583
N 2.3708 0.6595 -0.2031
O 3.2369 -1.4666 0.2426
O -0.1737 1.3562 -0.1835
H -0.4027 -0.1344 -1.4120
H -2.7671 -0.0844 -0.2325
H -1.9298 0.1950 1.4330
H -1.8384 -1.4219 0.3756
H 1.4948 1.2789 -0.0379
*
```



Entry 2
Entry from the Open Molecules 2025 dataset: one molecule with the formula C3H5NO2 (ωB97M-V/def2-TZVPD).

Output
<S²> ... 2.01
E_HOMO (alpha / beta) ... -6.936 / -10.534 eV

ORCA input file:
```
! RIJCOSX wB97M-V def2-TZVPD def2/J DEFGRID3
* xyz 0 3
C -0.2786 -1.4101 -0.3245
C 0.0075 -0.1306 -0.0417
C -0.8633 1.0577 -0.0489
N 1.3939 -0.0259 0.4584
O 2.1500 -0.8830 0.1430
O 1.6877 0.9885 1.0609
H 0.5594 -2.0789 -0.4090
H -1.3102 -1.7496 -0.4860
H -1.3831 1.0202 -1.0050
H -0.3622 1.9340 -0.0826
H -1.6010 1.2777 0.7353
*
```



Entry 3
Entry from the Open Molecules 2025 dataset: C3H5NO2 as an isolated structure (ωB97M-V/def2-TZVPD).

Output
<S²> ... 2.01
E_HOMO (alpha / beta) ... -7.554 / -12.408 eV

ORCA input file:
```
! RIJCOSX wB97M-V def2-TZVPD def2/J DEFGRID3
* xyz 0 3
C -1.7856 -0.3604 0.2882
C 0.5038 -0.5889 -0.2076
C -0.5936 0.4275 0.1264
N -4.2835 0.3597 -0.3310
O -3.1043 0.6247 -0.3768
O -2.0855 -1.4502 0.6014
H 0.5646 -1.1458 0.6905
H 1.4464 -0.0625 -0.3399
H 0.3238 -1.0014 -1.1991
H -0.8987 1.1770 -0.5802
H -0.4005 0.9164 1.0114
*
```



Ordering by calculated energy gives the sequence entry 3, entry 1, entry 2, with the first entry being the most stable.



Entry 1
Entry from the Open Molecules 2025 dataset: one molecule with the formula C5H9NO2 (ωB97M-V/def2-TZVPD).

Output
E_HOMO ... -8.204 eV

ORCA input file:
```
! RIJCOSX wB97M-V def2-TZVPD def2/J DEFGRID3
* xyz 0 1
C -0.8373 -0.6757 -0.8223
N -1.6713 -1.7528 -0.4861
C -2.8817 -1.5039 0.0139
O -3.6845 -2.3026 0.4668
C -0.1302 -0.0343 0.5007
C 0.6703 1.0416 0.0276
C 2.1128 0.9085 -0.1752
O 2.6957 1.0176 1.1552
H -0.0119 -1.1055 -1.4008
H -1.3337 0.0828 -1.4413
H 3.4106 1.6507 1.2414
H -3.1156 -0.4071 0.1003
H 0.4254 -0.9004 0.8754
H -0.9578 0.3485 1.0981
H 0.2896 2.0531 0.1139
H 2.4038 -0.0916 -0.4863
H 2.6158 1.6711 -0.7814
*
```



Entry 2
Entry from the Open Molecules 2025 dataset: a 2-piece molecular cluster, C5H9NO2 overall (ωB97M-V/def2-TZVPD).

Output
Structure (SMILES) ... C=C(C)CO.N=C=O
E_HOMO ... -9.509 eV

ORCA input file:
```
! RIJCOSX wB97M-V def2-TZVPD def2/J DEFGRID3
* xyz 0 1
C -1.2169 -1.1785 0.8993
C -1.0007 -0.2486 -0.0203
C -1.5127 1.1520 0.1158
C -0.1805 -0.5296 -1.2587
O 1.1552 -0.9312 -1.0162
H -1.7850 -0.9709 1.7914
H -0.8009 -2.1723 0.8264
H -2.1504 1.2561 0.9902
H -0.6797 1.8481 0.2110
H -2.0825 1.4286 -0.7722
H -0.6868 -1.2985 -1.8644
H -0.0844 0.3683 -1.8708
H 1.2753 -1.4358 -0.1502
N 2.3786 0.1708 1.0771
C 2.2134 0.9055 0.1230
O 1.9359 1.7803 -0.5876
H 3.2220 -0.1443 1.5062
*
```



Ordering by calculated energy gives the sequence entry 2, entry 1, with the first entry being the most stable.